Here is C27H39CuN3O4SSe2 as an isolated structure at a distorted geometry from the OMol25 dataset. Energies are from ωB97M-V/def2-TZVPD.

Values from the calculation:
LUMO energy = 1.596 eV
Electronic energy = -227456.5483 eV
Charge = -1
Relative energy (zero: lowest compared OMol25 entry of this formula, charge and spin) = 27.9 kcal per mole

XYZ file:
```
77
C27H39CuN3O4SSe2 (ωB97M-V/def2-TZVPD)
Cu 11.6621 12.0714 10.7703
C 17.5510 12.5193 8.8927
Se 16.7012 14.0807 9.6602
C 15.0918 13.0456 10.3358
C 14.5460 13.6468 11.6029
Se 13.1692 12.6292 12.5506
C 13.9711 10.9898 13.3380
H 18.4564 12.9038 8.3891
H 16.9509 12.1642 8.0425
H 17.7737 11.7100 9.6422
H 15.4940 12.0421 10.5210
H 14.4029 13.0934 9.4872
H 14.0994 14.6228 11.2828
H 15.3258 13.8914 12.3171
H 15.0629 11.0750 13.4870
H 13.7846 10.2108 12.6184
H 13.4670 10.7911 14.2526
N 14.7210 18.7909 7.6422
C 13.4677 18.1236 7.9200
C 12.8778 17.4027 6.8577
C 11.6339 16.8188 6.9558
C 10.8676 17.1092 8.1094
C 11.3888 17.9720 9.1777
C 12.6411 18.5104 9.0519
S 9.2993 16.3322 8.4485
O 8.5039 15.9629 7.2209
O 8.6286 17.3880 9.2860
O 9.7456 15.1298 9.1423
H 15.4698 18.6582 8.3218
H 15.0686 18.3956 6.7394
H 13.3650 17.2763 5.8927
H 11.2237 16.2527 6.1040
H 10.7263 18.1196 9.9856
H 13.0981 19.1511 9.8092
C 7.7738 8.4850 7.3261
C 8.4279 9.8103 7.6061
C 8.7217 10.7016 6.5166
C 9.2126 11.9732 6.6951
C 9.2576 12.9280 5.5113
C 9.7749 12.2372 7.9638
C 9.5392 11.3825 9.0821
C 8.8670 10.1330 8.8786
N 9.7856 11.7957 10.3318
C 8.7170 12.3817 11.2005
C 9.3265 13.5578 12.0157
C 8.3150 11.2502 12.1874
C 7.4452 12.9150 10.4553
H 7.6587 7.9988 8.3015
H 8.4828 7.8656 6.6847
H 6.7422 8.5755 6.9243
H 8.4246 10.3474 5.5435
H 9.9604 12.7645 4.6653
H 9.3450 13.9688 5.8610
H 8.2925 12.8445 5.1115
H 10.2635 13.1851 8.1998
H 8.6857 9.4559 9.6367
H 10.2383 13.2827 12.5447
H 8.6055 13.8984 12.7352
H 9.5672 14.3792 11.3159
H 7.3182 10.8890 11.9695
H 8.2665 11.6555 13.2325
H 8.9983 10.3850 12.1653
H 6.9366 13.5510 11.1925
H 6.8992 12.0659 10.1143
H 7.7657 13.6058 9.6843
O 12.7820 11.1801 9.3428
N 12.7603 9.8545 9.1100
C 12.4643 8.9930 10.1129
C 12.4919 7.6139 9.8282
C 13.0678 7.1497 8.6345
C 13.3629 8.0856 7.6042
C 13.2078 9.4356 7.9066
H 12.2104 9.3398 11.0502
H 12.2768 6.9147 10.5996
H 13.3042 6.1100 8.5513
H 13.7720 7.8212 6.6082
H 13.6008 10.1785 7.1668
```